1.
C21H45N2O9S | wB97M-V/def2-TZVPD

Properties
- Energy: -2011.9603 Ha
- Total charge: -1
- E_LUMO: 2.38 eV
- Maximum force: 0.023 hartree/bohr
- HOMO: -0.1875 Ha

Last column: Löwdin charge in e.
CARTESIAN COORDINATES (ANGSTROEM)
C: 0.7888 -0.0923 -0.6771  0.06
C: -0.1590 -0.8855 -0.1867  -0.07
C: 0.1502 -1.8009 0.9294  -0.51
O: 0.7888 -1.4960 1.9145  0.07
O: -0.3355 -3.0119 0.6923  0.02
C: 0.0844 -4.0439 1.5798  -0.18
C: 1.4535 -4.5871 1.2111  -0.17
C: 1.5252 -5.0365 -0.2760  -0.20
C: 2.7008 -4.3561 -0.9869  -0.20
C: 2.7727 -4.5092 -2.5259  -0.23
C: 1.5338 -5.0645 -3.2241  -0.27
S: 0.2896 -3.7882 -3.5231  0.39
O: 0.3509 -2.8979 -2.3692  -0.36
O: -0.9578 -4.5274 -3.6775  -0.39
O: 0.7554 -3.1513 -4.7680  -0.40
H: 0.7299 0.1903 -1.7182  0.07
H: 1.6070 0.2289 -0.0446  0.07
H: -1.1696 -0.8821 -0.5689  0.10
H: 0.0446 -3.7441 2.6260  0.12
H: -0.6363 -4.8510 1.4524  0.13
H: 2.2406 -3.8769 1.4560  0.11
H: 1.5815 -5.4754 1.8347  0.11
H: 0.5813 -4.7954 -0.7558  0.09
H: 1.6853 -6.1153 -0.2978  0.11
H: 3.6094 -4.7881 -0.5556  0.10
H: 2.6967 -3.3050 -0.7016  0.10
H: 3.6593 -5.0801 -2.8062  0.09
H: 2.9242 -3.5133 -2.9449  0.10
H: 1.8253 -5.3650 -4.2291  0.08
H: 1.1042 -5.9436 -2.7491  0.08
C: 2.5594 2.6847 7.3180  -0.13
O: 2.2804 1.4818 6.6341  -0.20
C: 0.9184 1.0718 6.7144  -0.22
C: 0.2597 1.1186 5.3537  -0.21
N: 0.0866 2.4968 4.9064  -0.05
C: -0.3552 2.6189 3.5189  -0.20
C: 0.5999 2.1485 2.4298  -0.22
O: 1.7796 2.9312 2.3251  -0.18
C: 2.8552 2.5116 3.1418  -0.10
H: 3.6338 2.8523 7.2585  0.09
H: 2.0463 3.5395 6.8635  0.08
H: 2.2741 2.6158 8.3732  0.08
H: 0.3673 1.6837 7.4348  0.12
H: 0.9108 0.0386 7.0740  0.12
H: -0.7212 0.6390 5.4158  0.12
H: 0.8790 0.5332 4.6618  0.11
H: 0.9680 2.9835 5.0067  0.07
H: -0.5668 3.6774 3.3423  0.12
H: -1.3035 2.0841 3.4064  0.12
H: 0.0816 2.2623 1.4743  0.10
H: 0.8456 1.0839 2.5160  0.10
H: 2.8505 1.4294 3.2940  0.09
H: 2.8463 3.0145 4.1144  0.07
H: 3.7814 2.7872 2.6358  0.08
C: -1.2940 2.9873 -1.2642  -0.12
O: -1.6179 1.7764 -1.9125  -0.21
C: -2.9810 1.3955 -1.7730  -0.21
C: -3.6728 1.4149 -3.1171  -0.21
N: -3.8262 2.7808 -3.6079  -0.05
C: -4.2863 2.8669 -4.9895  -0.21
C: -3.3584 2.3396 -6.0797  -0.23
O: -2.1628 3.0822 -6.2239  -0.18
C: -1.0824 2.6560 -5.4077  -0.09
H: -0.2186 3.1314 -1.3602  0.09
H: -1.8052 3.8434 -1.7208  0.08
H: -1.5460 2.9457 -0.1993  0.08
H: -3.4976 2.0351 -1.0509  0.12
H: -2.9996 0.3711 -1.3895  0.12
H: -4.6612 0.9565 -3.0202  0.12
H: -3.0766 0.7962 -3.7996  0.11
H: -2.9327 3.2509 -3.5374  0.07
H: -4.4756 3.9234 -5.1996  0.11
H: -5.2488 2.3512 -5.0704  0.11
H: -3.8892 2.4386 -7.0316  0.12
H: -3.1354 1.2737 -5.9586  0.11
H: -1.1114 1.5802 -5.2214  0.10
H: -1.0643 3.1885 -4.4525  0.07
H: -0.1585 2.8912 -5.9361  0.09

---

2.
C21H46Al2Br3CaCl4F10KN3O8S | wB97M-V/def2-TZVPD

Properties
- Energy: -14315.8567 Ha
- Total charge: -1
- E_LUMO: -0.42 eV
- Maximum force: 0.175 hartree/bohr
- HOMO: -0.1038 Ha

Last column: Löwdin charge in e.
CARTESIAN COORDINATES (ANGSTROEM)
C: 3.1029 -0.5691 -0.5806  -0.10
C: 1.5990 -0.4305 -0.2754  -0.24
C: 1.2901 0.9641 0.2751  -0.27
C: 0.3860 1.7791 -0.6536  -0.29
C: -1.1404 1.5413 -0.4505  -0.22
Al: -1.8021 1.0289 1.3946  0.27
C: -1.4041 2.5229 2.7140  -0.24
C: -0.3596 3.4076 2.0169  -0.30
C: 0.6822 4.0392 2.8987  -0.70
F: 0.1170 4.5658 4.0095  0.04
Br: 2.0379 2.6648 3.4368  0.72
C: 1.4560 5.1257 2.0859  -0.87
F: 0.5968 6.0063 1.6222  0.06
F: 2.3895 5.7244 2.9933  -0.27
Br: 2.4657 4.3412 0.6154  0.97
C: -1.2412 -0.8986 1.7925  -0.19
C: -1.9447 -1.4185 3.0398  -0.51
O: -2.5237 -2.7052 2.7612  -0.08
C: -0.9473 -1.6369 4.2422  -0.34
N: 0.2134 -0.7381 4.2511  -0.01
H: 3.3907 0.2737 -1.2097  0.07
H: 3.3472 -1.5273 -1.0154  0.05
H: 3.5883 -0.3995 0.3851  0.07
H: 0.9785 -0.6529 -1.1408  0.12
H: 1.3923 -1.2055 0.4640  0.08
H: 2.2694 1.4619 0.3054  0.06
H: 0.9432 0.9359 1.3100  0.05
H: 0.6899 1.5368 -1.6740  0.10
H: 0.5579 2.8495 -0.5723  0.03
H: -1.6813 2.4126 -0.8262  0.04
H: -1.4308 0.7236 -1.1186  0.05
H: -3.4332 0.8835 1.3520  -0.04
H: -0.9980 2.1639 3.6669  -0.04
H: -2.3106 3.0725 2.9729  0.03
H: 0.1610 2.8855 1.2306  0.03
H: -0.8821 4.2707 1.5887  0.07
H: -0.1674 -1.0190 1.8668  0.02
H: -1.6724 -1.4595 0.9650  0.06
H: -2.8183 -0.7789 3.3088  0.04
H: -1.8034 -3.2305 2.3929  0.08
H: -1.5252 -1.5247 5.1939  -0.06
H: -0.6401 -2.6727 4.1894  0.12
H: 1.0402 -1.2895 4.4317  0.07
H: 0.1602 0.0088 4.9514  -0.03
N: -2.5239 6.3081 1.9573  0.29
H: -1.5105 6.2350 1.9740  0.10
H: -2.8948 5.4014 1.6534  0.14
H: -2.8787 6.5502 2.8849  0.15
H: -2.7979 7.0166 1.2757  0.14
Ca: -2.3226 0.2646 5.4185  0.58
C: -4.6143 -3.3140 -1.6705  -0.09
C: -3.3447 -4.1044 -1.4163  -0.32
O: -2.6697 -3.6420 -0.2527  -0.09
H: -4.3803 -2.2541 -1.7831  0.08
H: -5.1193 -3.6633 -2.5720  0.05
H: -5.3044 -3.4090 -0.8332  0.06
H: -2.6476 -3.9945 -2.2463  0.11
H: -3.5781 -5.1703 -1.2999  0.11
H: -3.2653 -3.7386 0.4989  0.07
C: -7.8256 -4.2346 -3.8518  -0.28
S: -8.6129 -4.5107 -2.2601  0.81
O: -7.5445 -4.4801 -1.2346  -0.54
C: -9.0182 -6.2389 -2.5504  -0.28
H: -7.4543 -3.2121 -3.8673  0.05
H: -6.9948 -4.9294 -3.9750  0.06
H: -8.5590 -4.3703 -4.6470  0.05
H: -8.1062 -6.7976 -2.7610  0.06
H: -9.7137 -6.3133 -3.3868  0.05
H: -9.4876 -6.6274 -1.6492  0.05
C: 7.9005 -3.5524 -2.0630  -0.06
C: 7.1283 -4.7099 -2.6662  -0.20
O: 6.3700 -5.4812 -1.7163  -0.05
C: 5.1424 -5.0072 -1.3117  -0.52
O: 4.3477 -4.7329 -2.1815  0.20
C: 5.1955 -3.9547 -0.1370  -0.58
F: 6.2399 -4.1912 0.6719  0.15
F: 4.0951 -4.0221 0.6114  0.14
F: 5.3052 -2.7336 -0.6202  0.19
H: 8.3497 -3.8373 -1.1116  0.08
H: 8.6881 -3.2477 -2.7521  0.08
H: 7.2712 -2.6818 -1.8949  0.07
H: 7.8439 -5.4231 -3.0726  0.12
H: 6.5036 -4.3914 -3.5020  0.13
H: 4.7653 -6.2054 -0.5418  -0.21
Br: 4.0882 -7.2317 0.3739  0.45
C: 3.2533 8.9378 0.0006  -2.03
Cl: 3.0023 7.6394 1.1788  0.57
Cl: 4.3102 10.1704 0.7043  0.51
Cl: 3.9911 8.2717 -1.4477  0.57
Cl: 1.6925 9.6576 -0.4036  0.54
F: 3.4826 3.4622 -4.2206  -0.20
Al: 3.3311 1.8286 -4.6354  -0.18
F: 2.1181 1.1174 -3.6945  -0.18
F: 4.8013 1.0380 -4.3255  -0.21
F: 2.9436 1.6827 -6.2732  -0.20
K: 3.7415 4.1629 3.6880  0.67
N: -1.7137 5.9109 -0.8417  -0.58
O: -0.7010 6.3362 -1.3902  0.01
O: -2.8507 6.2124 -1.2320  -0.02
O: -1.5978 5.1711 0.1933  -0.17

---

3.
C21H46ClN7O3 | wB97M-V/def2-TZVPD

Properties
- Energy above the lowest of the compared OMol25 structures with the same formula, charge and spin: 5136.0 kJ/mol
- Energy: -1893.6855 Ha
- Total charge: +4
- E_LUMO: -12.39 eV
- Maximum force: 0.269 hartree/bohr
- HOMO: -0.7110 Ha

Last column: Löwdin charge in e.
CARTESIAN COORDINATES (ANGSTROEM)
C: 3.3369 1.2990 1.1731  0.02
C: 2.9371 1.3660 2.5717  -0.36
O: 3.5310 0.7938 3.4401  0.09
N: 1.8441 2.3282 2.8837  0.17
H: 1.8608 2.7146 3.8167  0.21
H: 1.8996 3.2524 2.4801  0.20
C: 0.5068 1.7787 2.5674  -0.14
H: 2.5288 1.3437 0.4429  0.02
H: 3.7855 0.3135 1.0483  0.10
H: 4.0593 2.0184 0.7876  0.16
H: -0.3044 2.4916 2.7148  0.17
H: 0.4755 0.9936 3.3229  0.09
H: 0.4402 1.3302 1.5762  -0.11
C: -2.5234 -1.6506 -0.0938  0.08
C: -1.8573 -0.2991 0.2001  -0.27
O: -2.2084 0.7501 -0.3759  -0.06
N: -0.8884 -0.3865 1.3436  0.02
H: -0.9214 -1.3173 1.7344  0.17
H: 0.0218 -0.3460 0.9077  -0.28
C: -1.2304 0.5303 2.4781  0.02
H: -2.3987 -2.3183 0.7586  0.11
H: -2.0765 -2.2520 -0.8854  0.08
H: -3.5677 -1.4075 -0.2899  0.13
H: -1.2034 1.5537 2.1040  0.09
H: -0.4203 0.4246 3.1996  0.08
H: -2.2444 0.2778 2.7882  0.16
C: 2.8609 -0.8855 3.7673  -0.03
C: 3.2703 -1.4408 2.3748  -0.28
O: 4.3845 -1.3323 1.8778  0.17
N: 2.1333 -1.9116 1.4399  0.04
H: 1.3776 -2.3494 1.9473  0.16
H: 1.6770 -1.0800 1.0931  -0.25
C: 2.5629 -2.9219 0.3243  0.05
H: 3.7038 -0.5453 4.3689  0.15
H: 2.4225 -1.7204 4.3139  0.12
H: 2.1009 -0.1043 3.7845  0.09
H: 2.7183 -3.8773 0.8255  0.14
H: 3.3146 -2.5847 -0.3894  0.14
H: 1.6252 -3.0726 -0.2105  -0.08
C: -1.4925 0.7503 -2.1036  -0.22
C: -0.4465 0.0024 -2.9586  0.01
N: -0.1293 -1.3746 -2.3188  0.02
C: 0.4891 -1.6823 -1.1014  -0.02
C: 0.5372 -3.1396 -1.0442  -0.06
N: -0.0342 -3.5888 -2.1537  -0.09
C: -0.3787 -2.5842 -2.9604  0.05
C: -0.1468 -4.9364 -2.6118  0.06
H: -0.9561 1.1079 -1.2247  0.02
H: -2.3435 0.0887 -1.9417  0.12
H: -2.0791 1.5836 -2.4904  0.04
H: 0.4890 0.5224 -2.7526  0.09
H: -0.5856 -0.1013 -4.0347  0.16
H: 0.8123 -0.8749 -0.4611  -0.14
H: 1.0022 -3.8521 -0.3789  0.14
H: -0.9530 -2.7390 -3.8618  0.18
H: -0.3764 -5.0735 -3.6684  0.13
H: -0.8759 -5.5106 -2.0400  0.13
H: 0.8310 -5.3032 -2.2994  0.12
C: -4.5202 2.0127 -1.7840  -0.02
C: -3.5253 3.1695 -2.1577  -0.07
N: -2.0917 2.8623 -1.8860  -0.06
C: -1.1639 2.6472 -2.8286  0.00
C: 0.0264 2.2669 -2.1127  -0.01
N: -0.2604 2.2232 -0.7352  -0.03
C: -1.5422 2.6360 -0.6399  0.02
C: 0.6928 1.8039 0.2366  -0.25
H: -4.3653 1.1136 -2.3804  0.08
H: -5.4440 2.4710 -2.1369  0.11
H: -4.4951 1.7998 -0.7152  0.08
H: -3.8283 3.9711 -1.4841  0.14
H: -3.7297 3.4845 -3.1810  0.15
H: -1.3465 2.8122 -3.8802  0.20
H: 0.9878 2.0706 -2.5641  0.16
H: -2.1222 2.4545 0.2529  0.18
H: 0.0737 1.4166 1.0458  -0.02
H: 1.1642 2.6858 0.6704  0.16
H: 1.4480 1.0846 -0.0803  -0.09
Cl: 1.1443 -0.0378 0.5546  1.12

---

4.
C21H46EuNO2P2 | wB97M-V/def2-TZVPD

Properties
- Energy above the lowest of the compared OMol25 structures with the same formula, charge and spin: 6.8 kJ/mol
- Multiplicity: 7
- Energy: -2425.4203 Ha
- Total charge: +2
- E_LUMO (alpha / beta): -7.78 / -6.20 eV
- Maximum force: 0.092 hartree/bohr
- HOMO (alpha / beta): -0.5017 / -0.5203 Ha

Last column: Löwdin charge in e.
CARTESIAN COORDINATES (ANGSTROEM)
Eu: -0.2593 0.0941 -0.0685  1.57
P: 0.0146 -2.5692 -1.0756  0.92
P: -0.0148 2.8528 -0.7726  0.91
N: 1.5888 0.1189 -1.4193  -0.35
C: 1.6732 -2.4003 -1.8717  -0.30
H: 2.3018 -3.2487 -1.5540  0.09
H: 1.5286 -2.5030 -2.9557  0.09
C: 2.4202 -1.0616 -1.5951  -0.33
H: 3.0759 -1.2173 -0.7080  0.10
H: 3.1174 -0.8615 -2.4432  0.13
C: 2.3932 1.3259 -1.2834  -0.33
H: 3.2517 1.2602 -1.9866  0.13
H: 2.8298 1.3417 -0.2607  0.10
C: 1.6826 2.7028 -1.4957  -0.30
H: 1.6075 2.9038 -2.5745  0.09
H: 2.3149 3.5000 -1.0686  0.09
C: 0.1044 3.6030 0.9147  -0.56
C: -1.1642 3.3031 1.7458  -0.13
H: -0.8884 3.3944 2.8068  0.09
H: -1.5532 2.2776 1.6016  0.03
H: -1.9701 4.0239 1.5488  0.08
C: -1.2882 3.6626 -1.7795  -0.57
C: -2.6746 3.6497 -1.1012  -0.10
H: -3.4271 3.9343 -1.8498  0.10
H: -2.7474 4.3678 -0.2736  0.07
H: -2.9526 2.6481 -0.7355  0.05
C: -1.2584 -3.2667 -2.1657  -0.57
C: -2.6416 -3.3439 -1.4858  -0.10
H: -3.3899 -3.5530 -2.2640  0.10
H: -2.9328 -2.3929 -1.0116  0.04
H: -2.7064 -4.1521 -0.7440  0.08
C: 0.2035 -3.5030 0.5101  -0.56
C: -0.9586 -3.1971 1.4756  -0.12
H: -0.6909 -3.6100 2.4599  0.10
H: -1.8948 -3.6781 1.1539  0.08
H: -1.1503 -2.1171 1.6194  0.02
C: -3.1789 -0.0289 0.4558  0.00
C: -0.8684 5.0365 -2.2939  -0.10
H: -0.8101 5.7897 -1.4996  0.07
H: 0.0887 4.9896 -2.8267  0.08
H: -1.6220 5.3877 -3.0107  0.09
C: -0.8570 -4.5636 -2.8646  -0.09
H: -1.6223 -4.8018 -3.6150  0.09
H: 0.0955 -4.4618 -3.3968  0.08
H: -0.8072 -5.4197 -2.1829  0.07
C: 0.4082 -5.0076 0.3465  -0.09
H: 0.6599 -5.4195 1.3351  0.09
H: -0.5096 -5.5163 0.0180  0.08
H: 1.2355 -5.2519 -0.3331  0.09
C: 0.4605 5.0884 0.9531  -0.10
H: -0.3984 5.7225 0.6959  0.08
H: 0.7350 5.3384 1.9898  0.09
H: 1.3188 5.3388 0.3134  0.08
H: 0.9436 3.0387 1.3705  0.10
H: 1.1243 -3.0752 0.9559  0.09
H: -1.3527 2.9790 -2.6489  0.10
H: -1.3288 -2.4786 -2.9412  0.10
O: -4.3041 0.0161 0.7204  0.11
H: -0.2975 0.1671 -2.9486  0.05
H: -1.0491 0.1926 -2.8147  0.04
C: 1.2056 -0.4302 4.5043  -0.13
C: 2.1499 -1.3127 3.6834  -0.13
C: 2.1624 -0.6869 2.2988  -0.16
O: 0.8637 -0.0064 2.1586  -0.35
C: 0.2100 0.0990 3.4746  -0.15
H: 0.7146 -0.9665 5.3166  0.13
H: 1.7689 0.3855 4.9679  0.13
H: 1.7489 -2.3254 3.6381  0.12
H: 3.1343 -1.3915 4.1314  0.13
H: 2.9639 0.0530 2.1911  0.13
H: 2.2413 -1.3916 1.4674  0.09
H: -0.6953 -0.5176 3.4540  0.11
H: -0.0764 1.1418 3.6436  0.11

---

Question: Which value of total charge does entry 4 give?
Answer: +2

---

Question: Which value of maximum force does entry 3 give?
Answer: 0.269 hartree/bohr

---

Question: Number 2 is which compound?
Answer: C21H46Al2Br3CaCl4F10KN3O8S

---

Question: Which of these has the lowest maximum force?
Answer: C21H45N2O9S